Density functional theory data (ωB97M-V/def2-TZVPD) for 6 unconnected molecules or ions with the total composition C30H57BN6O2 in a non-equilibrium geometry.

Geometry as XYZ:
```
96
Properties=species:S:1:pos:R:3:forces:R:3:lowdin_charge:R:1
C 1.14990 -1.01312 -3.50275 0.2 -0.1 -0.4 -0.14
C 0.63945 0.17678 -4.48850 1.2 -0.8 1.3 -0.22
C 1.06301 1.58635 -3.86604 -0.4 -0.1 0.2 -0.18
C -0.06288 2.72488 -3.90767 1.5 1.1 -0.1 -0.22
N -1.19057 2.46785 -4.85499 -1.0 0.9 0.8 0.02
B -2.51705 2.39751 -4.13675 -0.8 -0.7 -0.1 -0.34
C -3.04030 3.58225 -3.11093 1.7 -0.5 0.2 -0.06
C -2.94820 2.96002 -1.64638 -0.1 1.4 1.7 -0.24
O -2.79204 3.61162 -0.59703 -0.4 -1.6 -3.1 0.00
C -3.49326 1.09025 -4.33497 0.7 0.2 -0.3 -0.09
C -4.57812 1.30824 -5.50888 1.2 -0.4 0.1 -0.21
O -5.68464 0.41138 -5.31011 0.2 1.6 0.5 -0.19
C -6.60086 0.90982 -4.31418 -1.5 -1.0 0.2 -0.26
C -7.54389 -0.34500 -3.90812 0.1 0.9 0.4 -0.07
H 0.29816 -1.58460 -3.01931 0.9 0.8 -0.6 0.07
H 1.75824 -1.77039 -4.09957 -0.8 0.9 0.9 0.07
H 1.81021 -0.62584 -2.66416 -0.7 -0.5 -1.1 0.04
H -0.47295 0.01653 -4.60696 1.4 0.6 -0.3 0.08
H 1.23728 0.04181 -5.44648 -1.3 0.2 0.9 0.10
H 1.35204 1.45556 -2.76405 -0.4 0.1 -1.5 0.09
H 1.99940 1.95104 -4.39611 -1.2 -0.4 0.6 0.11
H -0.37683 2.94442 -2.83456 0.1 -0.3 -1.3 0.11
H 0.45533 3.68352 -4.27629 -0.7 -1.3 0.8 0.12
H -1.27531 3.31445 -5.44916 0.2 -0.7 0.3 0.11
H -2.22593 4.39081 -3.15883 -1.6 -0.6 0.3 0.11
H -4.07095 3.97184 -3.38424 1.2 -0.5 0.6 0.12
H -2.98644 1.81543 -1.55436 -0.1 1.2 -0.3 0.12
H -2.84247 0.21622 -4.65402 -0.9 0.9 0.4 0.10
H -3.98005 0.81858 -3.34247 0.3 0.4 -1.3 0.09
H -4.88828 2.40155 -5.61492 0.1 -1.3 0.3 0.13
H -4.05339 1.00648 -6.48277 -1.0 0.4 1.3 0.14
H -6.09989 1.34080 -3.38921 -0.4 -0.6 -1.2 0.09
H -7.29551 1.71691 -4.72557 1.1 -0.8 0.2 0.12
H -7.34426 -0.58973 -2.80957 -0.3 0.1 -1.6 0.05
H -7.35761 -1.25127 -4.57132 -0.1 1.3 0.9 0.08
H -8.63398 -0.02111 -4.00604 1.4 -0.6 0.2 0.07
C 1.05573 0.60647 0.36719 -0.1 0.0 -0.1 -0.10
C 0.85591 -0.37079 1.52086 -0.2 0.3 -0.1 -0.26
C 1.99112 -1.38964 1.64191 -0.2 -0.3 -0.8 -0.20
C 2.08040 -2.20475 0.38704 0.3 -1.1 -1.4 -0.20
N 2.15021 -2.83907 -0.59518 -0.2 1.5 2.3 0.14
H 1.06950 0.09332 -0.59809 0.1 0.0 0.1 0.05
H 0.23838 1.33139 0.33755 0.1 0.0 0.0 0.07
H 1.99489 1.15677 0.47822 -0.1 0.0 0.0 0.06
H -0.09686 -0.89208 1.38278 0.1 -0.1 0.0 0.11
H 0.78250 0.19159 2.45493 0.1 -0.2 0.0 0.09
H 1.80906 -2.05573 2.48776 0.1 0.0 -0.1 0.08
H 2.94507 -0.88378 1.80878 0.0 -0.1 0.0 0.10
C 6.06708 -1.30670 3.64693 0.1 -0.2 -0.1 -0.13
C 5.92549 -0.98237 5.12957 0.3 0.1 -0.3 -0.26
C 4.57166 -1.40332 5.70545 -0.3 0.5 -0.3 -0.18
C 3.46811 -0.68353 4.99292 -1.4 0.7 -0.6 -0.19
N 2.60679 -0.11807 4.43571 2.0 -1.3 1.3 0.16
H 5.33276 -0.76710 3.04414 0.1 0.0 0.1 0.04
H 7.05604 -1.01541 3.28882 -0.1 0.0 0.0 0.06
H 5.94115 -2.37709 3.46624 0.0 0.1 0.0 0.04
H 6.07067 0.09299 5.27249 -0.1 -0.1 0.1 0.10
H 6.72066 -1.49044 5.68236 -0.2 0.0 0.1 0.11
H 4.52367 -1.16252 6.77031 -0.2 0.0 -0.1 0.11
H 4.42581 -2.48073 5.59441 -0.1 0.1 -0.1 0.09
C 4.24999 3.17024 0.12485 -0.1 0.0 -0.1 -0.12
C 4.30307 4.03539 1.37979 -0.3 -0.1 -0.2 -0.27
C 5.70991 4.13592 1.97498 0.0 -0.8 0.2 -0.18
C 6.19988 2.77391 2.36192 0.8 -1.4 0.5 -0.19
N 6.57953 1.70842 2.66426 -0.9 2.5 -0.7 0.16
H 4.53458 2.13635 0.33584 0.1 0.1 0.0 0.07
H 3.23567 3.15109 -0.28035 0.1 0.0 0.0 0.06
H 4.91799 3.56005 -0.64886 0.0 -0.1 0.0 0.08
H 3.61469 3.62348 2.12410 0.1 0.1 0.0 0.11
H 3.94770 5.04009 1.13448 0.1 0.0 0.1 0.11
H 5.69882 4.77462 2.86120 0.1 -0.1 0.0 0.11
H 6.40298 4.57243 1.25130 0.0 -0.1 0.1 0.12
C -4.82410 -0.30277 0.92624 0.1 0.0 0.0 -0.11
C -6.14547 -0.20062 1.68101 0.3 0.0 0.1 -0.27
C -7.35889 -0.12985 0.75062 0.2 0.7 -0.2 -0.18
C -7.26007 1.08117 -0.12561 -0.2 1.3 -1.1 -0.21
N -7.18286 2.02810 -0.80957 -0.1 -2.2 1.5 0.15
H -4.64530 0.57943 0.30636 -0.1 0.0 0.0 0.06
H -3.99084 -0.37983 1.62822 -0.1 0.0 -0.1 0.07
H -4.80825 -1.18631 0.28099 0.0 0.1 0.0 0.08
H -6.11933 0.68468 2.32343 -0.1 -0.1 0.0 0.11
H -6.24937 -1.07020 2.33599 -0.1 0.1 -0.1 0.11
H -8.27934 -0.07119 1.33608 0.0 0.1 -0.2 0.11
H -7.41366 -1.02225 0.12167 0.0 0.1 -0.1 0.11
C 1.99739 -6.82863 3.01986 0.0 -0.1 0.0 -0.11
C 1.82577 -6.11027 4.35422 -0.1 -0.4 -0.1 -0.27
C 2.29331 -4.65362 4.31030 0.8 -0.2 -0.1 -0.18
C 3.75048 -4.59468 3.96546 1.7 0.3 -0.4 -0.20
N 4.88918 -4.54858 3.69442 -2.7 -0.2 0.7 0.16
H 3.04790 -6.88493 2.72485 -0.1 0.1 0.0 0.07
H 1.62498 -7.85305 3.08979 0.0 0.1 0.0 0.07
H 1.44385 -6.31890 2.22594 0.1 0.0 0.0 0.08
H 2.38114 -6.65438 5.12427 -0.1 0.1 0.0 0.11
H 0.77044 -6.13696 4.63972 0.1 0.1 0.1 0.11
H 2.13834 -4.17883 5.28231 0.1 0.1 -0.1 0.11
H 1.72670 -4.09080 3.56410 0.1 0.0 0.0 0.10
```
Forces are in eV/Å.

The LUMO energy comes out at 0.41 eV. Its structure (SMILES) is CCCCNB(CC=O)CCOCC.CCCC#N.CCCC#N.CCCC#N.CCCC#N.CCCC#N. For the maximum force, the calculation gives 0.0683 hartree/bohr. For the energy relative to the best compared isomer or geometry (same formula, charge and spin), the calculation gives 48.6 kcal/mol. The calculation puts the frontier orbital gap at 9.336 eV.

Density functional theory data (ωB97M-V/def2-TZVPD) for a molecular structure, C30H57N4O4P2PdSe2Si.

Geometry as XYZ:
```
101
Properties=species:S:1:pos:R:3:forces:R:3:mulliken_spin:R:1
Pd -0.36396 -0.33773 0.29949 0.2 -0.2 0.3 0.94
C 0.40645 -0.77743 4.23917 0.0 -0.1 0.0 0.00
Se -0.16972 0.45386 2.85460 0.0 0.2 -0.2 0.20
C 1.53625 1.35443 2.56632 0.0 0.0 0.0 0.00
C 2.63557 0.46389 2.02207 0.0 0.0 0.0 0.01
Se 2.32580 -0.21757 0.22232 0.0 0.0 0.0 0.14
C 2.61417 1.42700 -0.76112 0.0 0.0 0.0 0.02
H 0.68244 -0.19326 5.11374 0.0 0.0 0.0 0.01
H 1.23084 -1.39600 3.90104 0.0 0.0 0.0 0.00
H -0.44696 -1.40983 4.47358 0.0 0.0 0.0 0.00
H 1.84052 1.78776 3.52054 0.0 0.0 0.0 0.00
H 1.29206 2.15979 1.87483 0.0 0.0 0.0 0.00
H 2.78829 -0.42450 2.63316 0.0 0.0 0.0 -0.01
H 3.58203 1.00527 1.98887 0.0 0.0 0.0 0.00
H 3.61338 1.80118 -0.55101 0.0 0.0 0.0 0.01
H 1.83630 2.13542 -0.49704 0.0 0.0 0.0 -0.01
H 2.53599 1.17350 -1.81630 0.0 0.0 0.0 0.00
N -0.40594 -0.84330 -1.88691 -0.2 -0.1 0.0 1.46
C -0.90351 -1.33810 -2.99721 0.1 0.2 0.1 0.00
C -0.17201 -1.34009 -4.21946 0.0 0.0 -0.1 0.30
C -0.74808 -1.87021 -5.34893 0.0 0.0 0.0 -0.09
C -2.04065 -2.39886 -5.30285 0.0 0.0 0.0 0.24
C -2.77001 -2.39510 -4.11256 0.0 0.0 0.0 -0.11
C -2.22601 -1.87531 -2.96171 -0.1 0.0 -0.1 0.18
H 0.82623 -0.92346 -4.23413 0.0 0.0 0.0 0.00
H -0.19745 -1.87562 -6.28000 0.0 0.0 0.0 0.00
H -2.48107 -2.81211 -6.20014 0.0 0.0 0.0 0.01
H -3.77447 -2.79746 -4.09495 0.0 0.0 0.0 0.00
H -2.77250 -1.83013 -2.02809 0.0 0.0 0.0 0.04
O -0.33021 2.05294 0.09698 -0.2 0.1 -0.2 0.05
P -1.24500 3.24517 -0.05328 0.3 -0.1 0.0 0.00
N -2.11962 3.13278 -1.43522 0.0 0.0 0.0 0.01
C -2.13009 1.96410 -2.33139 0.0 0.1 0.0 0.01
C -3.09660 2.37690 -3.43742 0.0 0.0 0.0 0.00
C -2.90812 3.89023 -3.51654 0.0 0.0 0.0 0.00
C -2.79948 4.28107 -2.04593 0.0 0.0 0.0 0.00
N -2.29121 3.54917 1.16287 0.0 0.1 0.1 0.01
C -3.73843 3.26749 1.13705 0.0 0.0 0.0 0.00
C -4.17236 3.46642 2.59181 0.0 0.0 0.0 0.00
C -2.90876 3.15715 3.38880 0.0 0.0 0.0 0.00
C -1.82818 3.80619 2.53488 0.0 0.0 0.0 0.00
N -0.31710 4.61517 -0.09686 0.0 0.1 0.0 0.00
C 0.71092 4.74036 -1.14491 0.0 0.0 0.0 0.00
C 1.08059 6.22235 -1.13099 0.0 0.0 0.0 0.00
C -0.22318 6.89744 -0.71485 0.0 0.0 0.0 0.00
C -0.75691 5.94907 0.35347 0.0 0.0 0.0 0.00
H -2.46340 1.08059 -1.80066 0.0 -0.2 0.1 -0.01
H -1.12821 1.77932 -2.73292 0.0 0.0 0.0 0.00
H -4.12081 2.14478 -3.13443 0.0 0.0 0.0 0.00
H -2.89498 1.86273 -4.37669 0.0 0.0 0.0 0.00
H -3.72054 4.40804 -4.02395 0.0 0.0 0.0 0.00
H -1.97602 4.12512 -4.03632 0.0 0.0 0.0 0.00
H -3.79622 4.42471 -1.61398 0.0 0.0 0.0 0.00
H -2.23022 5.19993 -1.89409 0.0 0.0 0.0 0.00
H -3.90922 2.24625 0.80259 -0.1 -0.1 0.0 0.00
H -4.26479 3.95158 0.46848 0.0 0.0 0.0 0.00
H -5.01810 2.83266 2.85499 0.0 0.0 0.0 0.00
H -4.46811 4.50501 2.75646 0.0 0.0 0.0 0.00
H -2.74220 2.07980 3.42435 0.0 0.0 0.0 0.00
H -2.93094 3.54268 4.40746 0.0 0.0 0.0 0.00
H -0.83652 3.38123 2.69684 0.0 0.0 0.0 0.00
H -1.77182 4.88260 2.73039 0.0 0.0 0.0 0.00
H 0.30115 4.44825 -2.12068 0.0 0.0 0.0 0.00
H 1.56858 4.10105 -0.93778 0.0 0.0 0.0 0.00
H 1.46309 6.56286 -2.09175 0.0 0.0 0.0 0.00
H 1.84956 6.40618 -0.37763 0.0 0.0 0.0 0.00
H -0.91104 6.93776 -1.56296 0.0 0.0 0.0 0.00
H -0.08776 7.91167 -0.34320 0.0 0.0 0.0 0.00
H -1.84027 5.99106 0.46434 0.0 0.0 0.0 0.00
H -0.31271 6.18396 1.32574 0.0 0.0 0.0 0.00
C 1.00704 -3.90437 -1.10484 0.0 0.0 0.0 0.00
O 0.04554 -3.94073 -0.03758 0.0 0.0 -0.1 0.02
P -0.04620 -2.69262 0.97410 0.0 0.2 0.1 0.24
O -1.06665 -3.28644 2.04132 0.0 0.0 0.0 0.01
C -2.39868 -3.69397 1.65773 0.0 0.0 0.0 0.01
O 1.32254 -2.75329 1.80638 0.0 0.0 0.0 0.02
C 1.73037 -3.96359 2.47986 0.0 0.0 0.0 0.00
H 0.91006 -4.84385 -1.64062 0.0 0.0 0.0 0.00
H 2.01800 -3.81396 -0.70433 0.0 0.0 0.0 0.00
H 0.80481 -3.07331 -1.77921 0.0 0.0 0.0 0.00
H -2.89272 -4.00684 2.57284 0.0 0.0 0.0 0.00
H -2.33977 -4.53447 0.96758 0.0 0.0 0.0 0.00
H -2.92791 -2.85315 1.21243 0.0 0.0 0.0 -0.01
H 2.79809 -3.87466 2.66063 0.0 0.0 0.0 0.00
H 1.53118 -4.83556 1.85889 0.0 0.0 0.0 0.00
H 1.19338 -4.05637 3.42177 0.0 0.0 0.0 0.00
C -6.50209 0.44864 -0.21823 0.0 0.0 0.0 0.00
Si -5.43884 -1.06372 0.05480 0.0 0.0 0.0 0.00
C -5.99099 -1.95673 1.60391 0.0 0.0 0.0 0.00
C -5.60404 -2.20851 -1.41851 0.0 0.0 0.0 0.00
C -3.66998 -0.60949 0.22943 0.0 0.1 0.1 -0.02
C -2.47302 -0.39422 0.36756 -0.1 -0.1 -0.2 0.34
H -7.54092 0.14669 -0.37230 0.0 0.0 0.0 0.00
H -6.18258 1.01223 -1.09692 0.0 0.0 0.0 0.00
H -6.47764 1.11912 0.64155 0.0 0.0 0.0 0.00
H -7.08087 -2.00280 1.65991 0.0 0.0 0.0 0.00
H -5.62830 -1.44694 2.49852 0.0 0.0 0.0 0.00
H -5.61732 -2.98294 1.62630 0.0 0.0 0.0 0.00
H -6.62644 -2.58199 -1.50871 0.0 0.0 0.0 0.00
H -4.94372 -3.07358 -1.31053 0.0 0.0 0.0 0.00
H -5.34783 -1.69961 -2.35136 0.0 0.0 0.0 0.00
```
Forces are in eV/Å.

The charge is +1. The LUMO energy (spin up / spin down) comes out at -1.60 / -3.79 eV. Its spin multiplicity is 5. For the maximum force, the calculation gives 0.0076 hartree/bohr. For the energy relative to the best compared isomer or geometry (same formula, charge and spin), the calculation gives 0.0 kcal/mol. The calculation puts the frontier orbital gap (spin up / spin down) at 7.929 / 6.962 eV.